{"formula": "C29H50BrNOP2Sn", "method": "ωB97M-V/def2-TZVPD", "elements": ["N", "C", "C", "C", "C", "C", "C", "Sn", "P", "C", "C", "C", "C", "C", "C", "C", "Br", "H", "H", "H", "H", "H", "H", "H", "H", "H", "H", "P", "C", "C", "H", "H", "H", "H", "H", "C", "C", "H", "H", "H", "H", "H", "C", "C", "H", "H", "H", "H", "H", "C", "C", "H", "H", "H", "H", "H", "C", "C", "H", "H", "H", "H", "H", "C", "C", "H", "H", "H", "H", "H", "C", "C", "O", "C", "C", "H", "H", "H", "H", "H", "H", "H", "H", "H", "H"], "xyz": [[-5.1432, -0.6824, 3.2377], [-4.2295, 0.1141, 3.7934], [-3.3767, 0.9289, 3.0366], [-3.4716, 0.8805, 1.6253], [-4.4595, 0.0469, 1.0587], [-5.2690, -0.7068, 1.9125], [-2.5457, 1.6212, 0.7860], [-0.1461, -0.1346, 0.1482], [1.9153, 0.8097, -1.1821], [-2.5866, 1.5467, -0.5878], [-1.8818, 2.4346, -1.4914], [-2.0280, 2.2957, -2.8907], [-1.4426, 3.2136, -3.7564], [-0.6347, 4.2277, -3.2281], [-0.4161, 4.3429, -1.8533], [-1.0151, 3.4274, -0.9899], [0.3049, 5.4113, -4.4091], [-1.8455, 2.2688, 1.3137], [-3.1453, 0.7441, -1.0661], [-2.6224, 1.5401, 3.5322], [-4.5752, -0.0823, -0.0179], [-4.1561, 0.1037, 4.8839], [-6.0324, -1.3587, 1.4854], [-2.6413, 1.4822, -3.2869], [-0.8414, 3.5157, 0.0790], [-1.5987, 3.1557, -4.8311], [0.2071, 5.1410, -1.4615], [-0.7975, -2.7075, -0.2828], [2.5040, 2.3695, -0.4271], [3.2769, 3.3476, -1.3151], [3.0872, 2.0965, 0.4677], [1.6103, 2.8894, -0.0454], [3.6160, 4.2051, -0.7157], [4.1729, 2.8991, -1.7630], [2.6447, 3.7539, -2.1163], [1.4524, 1.1635, -2.9150], [2.5553, 1.0600, -3.9675], [0.9870, 2.1594, -2.9398], [0.6433, 0.4652, -3.1774], [2.1328, 1.2929, -4.9559], [3.3724, 1.7723, -3.7912], [2.9815, 0.0494, -4.0240], [3.2024, -0.4904, -1.1707], [4.6586, -0.0510, -1.3088], [2.9426, -1.2138, -1.9607], [3.0844, -1.0415, -0.2243], [5.3141, -0.9320, -1.2528], [4.8604, 0.4387, -2.2694], [4.9581, 0.6287, -0.5009], [0.2757, -3.9158, 0.5846], [1.7781, -3.6822, 0.4148], [-0.0050, -4.9267, 0.2436], [0.0291, -3.8563, 1.6572], [2.3596, -4.4994, 0.8610], [2.0831, -3.6120, -0.6356], [2.1041, -2.7619, 0.9199], [-0.5855, -2.8648, -2.0972], [-1.4333, -1.9002, -2.9380], [-0.8056, -3.9132, -2.3581], [0.4825, -2.6842, -2.3035], [-1.2441, -2.0594, -4.0069], [-2.5085, -2.0426, -2.7808], [-1.2013, -0.8450, -2.7327], [-2.5298, -3.1397, 0.1279], [-2.8083, -3.2655, 1.6283], [-2.7835, -4.0756, -0.3983], [-3.1638, -2.3416, -0.2897], [-3.8675, -3.4839, 1.8114], [-2.2287, -4.0679, 2.0995], [-2.5886, -2.3325, 2.1649], [0.4654, -1.7629, 4.1776], [-0.0774, -0.5268, 3.4874], [0.7278, -0.0903, 2.3535], [2.1371, 0.0143, 2.6730], [2.4717, 1.1902, 3.5665], [0.7629, -2.5565, 3.4780], [-0.3308, -2.1739, 4.8064], [1.3120, -1.5077, 4.8278], [-1.0816, -0.7142, 3.0784], [-0.1666, 0.3294, 4.1808], [2.4452, -0.9350, 3.1304], [2.6496, 0.1114, 1.7072], [2.0191, 1.0936, 4.5626], [3.5630, 1.2030, 3.6796], [2.1615, 2.1537, 3.1341]], "forces_ev_per_a": [[-0.11, -0.09, 0.30], [0.17, 0.23, -0.50], [-0.22, -0.49, -0.55], [-0.26, -0.84, 0.55], [0.09, -0.31, 0.66], [0.51, 0.44, -0.31], [-0.74, 0.26, -1.93], [-1.13, 0.87, 1.08], [0.85, -0.33, -0.71], [-0.04, 0.26, 1.79], [0.95, 0.00, -0.36], [-0.11, 0.28, 0.47], [0.28, 0.18, 0.14], [0.20, 0.03, -0.23], [-0.11, -0.34, 0.01], [-0.20, 0.23, -0.64], [-0.43, -0.40, 0.41], [-0.29, 0.13, -0.23], [-0.27, 0.35, 0.11], [-0.22, -0.01, -0.16], [-0.10, 0.26, 0.36], [-0.10, -0.02, -0.32], [0.10, 0.10, 0.24], [0.07, 0.33, 0.09], [-0.12, 0.12, -0.17], [0.07, -0.06, 0.22], [-0.03, -0.11, -0.10], [0.66, -0.39, -0.02], [-0.08, 0.12, 0.58], [0.27, 0.15, -0.25], [-0.09, 0.02, -0.26], [0.11, -0.25, -0.08], [-0.16, -0.30, -0.10], [-0.26, 0.07, 0.10], [0.15, -0.19, 0.14], [-0.44, -0.03, -0.19], [0.33, 0.07, -0.24], [0.10, -0.19, 0.15], [0.13, 0.11, 0.07], [0.10, -0.08, 0.31], [-0.24, -0.21, -0.01], [-0.10, 0.26, 0.04], [0.43, -0.15, 0.11], [0.41, -0.03, -0.13], [-0.07, 0.25, 0.13], [0.02, 0.16, -0.23], [-0.17, 0.26, 0.00], [-0.10, -0.08, 0.25], [-0.09, -0.11, -0.19], [-0.05, -0.43, -0.02], [0.26, 0.10, -0.09], [0.07, 0.26, 0.13], [-0.11, -0.03, -0.38], [-0.26, 0.15, -0.10], [-0.09, -0.05, 0.14], [-0.14, -0.09, -0.07], [0.13, -0.50, -0.08], [-0.18, 0.04, -0.02], [0.10, 0.30, -0.09], [-0.26, -0.19, 0.09], [0.01, -0.02, 0.28], [0.20, 0.01, 0.02], [-0.03, -0.14, 0.06], [-0.21, 0.18, -0.08], [0.05, 0.01, 0.36], [0.16, 0.28, 0.07], [0.14, -0.23, 0.02], [0.25, 0.05, -0.16], [-0.11, 0.12, -0.17], [-0.03, -0.10, -0.14], [-0.02, 0.06, 0.26], [-0.48, 0.18, -0.05], [0.42, -0.33, 0.08], [0.21, -0.04, -0.10], [-0.01, 0.09, 0.06], [-0.04, 0.27, 0.07], [0.15, 0.08, 0.00], [-0.21, -0.27, -0.13], [0.30, 0.11, 0.02], [0.06, -0.42, -0.24], [0.10, 0.30, -0.21], [-0.10, -0.05, 0.17], [0.20, 0.03, -0.25], [-0.22, 0.08, 0.13], [0.04, -0.35, 0.07]], "multiplicity": 1, "gap_ha": 0.2284, "max_force_ev_per_a": 2.08, "e_lumo_ev": -6.5, "e_above_lowest_ev": 0.000, "total_charge": 2}